# 1
Below is an isolated ion of composition C3H9NS2 and charge +1, with properties calculated with ωB97M-V with the def2-TZVPD basis set.

Results
Expectation value of S²: 0.75
E: -970.53010 hartree
Energy above the lowest of the compared OMol25 structures with the same formula, charge and spin: 0.000 eV
HOMO-LUMO gap (spin up / spin down): 9.911 / 6.580 eV
2S+1: 2
Total charge: +1

Each line ends with the natural charge from an NBO analysis.
Cartesian coordinates (Å):
N: 0.071 -1.034 -1.258  -0.8287
C: -0.426 -0.576 0.045  -0.0693
C: -1.844 -0.050 0.047  -0.6277
C: 0.561 0.488 0.540  -0.5537
S: 2.146 -0.355 0.691  0.5606
S: 3.485 1.120 0.833  0.1959
H: -0.189 -2.018 -1.335  0.3802
H: -0.528 -0.653 -1.990  0.3760
H: -0.303 -1.432 0.722  0.2000
H: -2.479 -0.807 -0.401  0.2394
H: -2.243 0.177 1.031  0.2373
H: -1.876 0.851 -0.564  0.2163
H: 0.687 1.250 -0.226  0.2443
H: 0.237 0.929 1.479  0.2652
H: 2.700 2.110 0.387  0.1643


# 2
Below is C20H57InN3Na3O11P as an isolated structure, with properties calculated with ωB97M-V with the def2-TZVPD basis set.

Results
E: -2805.69397 hartree
Energy above the lowest of the compared OMol25 structures with the same formula, charge and spin: 0.000 eV
HOMO-LUMO gap: 1.927 eV
Total charge: +3

Each line ends with the Löwdin charge.
Cartesian coordinates (Å):
In: 2.042 2.945 2.478  1.3485
Na: -0.075 -0.633 3.804  0.5986
Na: -0.278 3.193 -0.707  0.5946
Na: -2.315 2.313 2.943  0.6810
P: -0.302 0.956 1.254  0.0526
O: 0.980 0.438 1.952  -0.4063
O: -0.359 2.476 1.617  -0.4902
O: -1.525 0.309 1.924  -0.3713
O: -0.251 0.778 -0.276  -0.3502
C: -1.807 -2.342 -1.519  0.0087
C: -1.882 -1.246 -2.598  -0.3722
C: -2.897 -1.620 -3.699  -0.1794
O: -2.572 -2.886 -4.151  -0.1353
C: -3.660 -3.581 -4.792  -0.0190
N: -2.243 -0.001 -1.970  0.1681
H: -2.812 -2.599 -1.169  0.1029
H: -1.197 -2.023 -0.676  0.0679
H: -1.429 -3.253 -1.997  0.1102
H: -0.897 -1.123 -3.053  0.1339
H: -2.839 -0.925 -4.553  0.1592
H: -3.918 -1.515 -3.298  0.1480
H: -3.171 -4.352 -5.382  0.1056
H: -4.235 -2.958 -5.478  0.1045
H: -4.274 -4.006 -3.997  0.1079
H: -1.395 0.311 -1.421  0.0469
H: -2.864 -0.232 -1.182  0.0998
C: 1.322 0.619 -4.535  -0.0222
C: 1.064 2.024 -4.002  -0.3881
C: 0.694 2.975 -5.131  -0.2149
O: 1.787 3.096 -5.987  -0.1428
C: 1.510 3.775 -7.184  -0.0649
N: -0.035 2.080 -3.003  0.0390
H: 1.803 0.711 -5.510  0.0920
H: 0.394 0.055 -4.675  0.0767
H: 1.978 0.039 -3.887  0.0651
H: 1.981 2.404 -3.550  0.1454
H: 0.490 3.956 -4.667  0.1396
H: -0.196 2.665 -5.700  0.1448
H: 0.838 3.188 -7.823  0.1066
H: 2.420 3.916 -7.758  0.1018
H: 1.065 4.748 -6.954  0.1033
H: 0.115 1.290 -2.374  0.0175
H: -0.861 1.690 -3.469  0.0816
C: 5.255 3.380 5.753  -0.0101
C: 4.612 2.921 4.449  -0.3707
C: 4.642 1.407 4.340  -0.1856
O: 3.889 1.066 3.208  -0.2808
C: 4.208 -0.190 2.613  -0.0345
N: 3.185 3.395 4.306  -0.0347
H: 6.338 3.350 5.615  0.1108
H: 5.013 2.767 6.620  0.1013
H: 5.004 4.426 5.939  0.0955
H: 5.151 3.289 3.573  0.1571
H: 4.103 1.046 5.230  0.1472
H: 5.662 1.024 4.365  0.1603
H: 3.567 -0.340 1.750  0.0708
H: 4.046 -1.019 3.309  0.1126
H: 5.261 -0.227 2.322  0.1139
H: 2.694 3.093 5.153  0.1238
H: 3.256 4.408 4.420  0.1105
C: 0.413 -4.104 2.730  -0.0588
C: 0.610 -3.016 1.701  -0.2937
O: 1.587 -2.101 2.222  -0.1236
H: -0.212 -4.905 2.335  0.0907
H: -0.066 -3.712 3.631  0.0729
H: 1.364 -4.512 3.069  0.0899
H: -0.347 -2.472 1.625  0.0876
H: 0.902 -3.372 0.711  0.1197
H: 1.521 -1.223 1.811  -0.0014
C: 4.139 -0.949 -1.528  -0.0577
C: 2.696 -0.900 -1.106  -0.3108
O: 2.229 0.433 -1.205  -0.0773
H: 4.220 -0.641 -2.570  0.0828
H: 4.539 -1.958 -1.429  0.0912
H: 4.767 -0.308 -0.910  0.0769
H: 2.469 -1.382 -0.142  0.0981
H: 2.092 -1.494 -1.827  0.1267
H: 1.322 0.489 -0.828  0.0130
C: -4.108 -3.367 3.793  -0.0570
C: -3.270 -2.598 2.787  -0.3056
O: -2.490 -1.587 3.430  -0.1144
H: -4.659 -2.722 4.475  0.0837
H: -3.497 -4.091 4.324  0.0812
H: -4.875 -3.879 3.206  0.0880
H: -3.971 -2.133 2.078  0.0984
H: -2.692 -3.289 2.160  0.1091
H: -2.173 -1.013 2.705  -0.0038
C: -6.291 1.444 1.063  -0.0677
C: -5.068 0.776 1.653  -0.3164
O: -3.911 1.045 0.865  -0.0983
H: -7.147 1.241 1.709  0.0904
H: -6.542 1.091 0.064  0.0847
H: -6.179 2.530 1.040  0.0808
H: -5.277 -0.301 1.652  0.1074
H: -5.004 1.032 2.722  0.1144
H: -3.170 0.501 1.177  0.0161


# 3
Below is C22H22BrCl2N2O9P2W as an isolated structure, with properties calculated with ωB97M-V with the def2-TZVPD basis set.

Results
Expectation value of S²: 2.04
E: -5882.30172 hartree
Energy above the lowest of the compared OMol25 structures with the same formula, charge and spin: 3.771 eV
HOMO-LUMO gap (spin up / spin down): 6.597 / 6.787 eV
2S+1: 3
Total charge: +1

Each line ends with the natural charge from an NBO analysis.
Cartesian coordinates (Å):
W: -1.331 0.247 0.086  1.4744
Cl: -3.290 -1.482 1.125  0.1049
C: -4.580 -0.355 0.607  -0.3688
Cl: -3.972 1.313 0.642  0.1222
H: -5.399 -0.445 1.308  0.2546
H: -4.844 -0.603 -0.412  0.2624
C: 2.431 -3.832 -1.487  -0.1850
C: 2.788 -3.573 -0.232  -0.1987
C: 2.105 -2.568 0.572  -0.1541
C: 1.005 -1.964 0.115  0.0644
C: 0.435 -2.256 -1.237  -0.0440
C: 1.349 -3.068 -2.181  0.0199
N: 0.243 -1.012 0.879  -0.3067
N: 0.621 -0.936 2.091  -0.0915
C: -0.048 -0.002 2.830  0.0922
C: 0.333 0.175 4.164  -0.1507
C: -0.319 1.136 4.906  -0.2220
C: -1.328 1.888 4.311  -0.1312
C: -1.694 1.692 2.982  -0.2250
C: -1.057 0.740 2.190  -0.4070
H: 2.938 -4.598 -2.062  0.2271
H: 3.600 -4.118 0.231  0.2378
H: 2.483 -2.333 1.556  0.2585
H: -0.737 -3.637 -0.484  0.4942
H: 0.681 -3.758 -2.705  0.2111
H: 1.126 -0.433 4.579  0.2350
H: -0.051 1.309 5.940  0.2330
H: -1.834 2.651 4.889  0.2282
H: -2.471 2.325 2.575  0.2254
C: -1.288 -1.933 -4.017  -0.6429
C: -0.962 -0.556 -3.460  -0.3871
O: -0.237 0.150 -4.435  -0.6947
P: 0.011 -0.551 -1.854  1.4066
O: 1.907 -2.155 -3.139  -0.7500
O: 1.375 0.241 -2.073  -0.9740
O: -0.842 -2.878 -1.074  -0.7166
P: -2.533 0.278 -2.948  2.3629
O: -2.020 1.798 -2.914  -1.0065
O: -3.737 0.049 -3.739  -1.0509
O: -2.583 -0.179 -1.446  -1.1168
H: -0.372 -2.387 -4.393  0.2266
H: -1.984 -1.802 -4.845  0.2597
H: -1.746 -2.579 -3.270  0.2430
H: -0.299 1.100 -4.262  0.4969
H: 2.475 -2.627 -3.760  0.5046
H: 1.951 -0.229 -2.704  0.5447
H: -2.643 2.408 -3.332  0.5362
Br: 4.202 0.490 0.540  0.0486
C: 3.045 1.849 1.177  0.0323
C: 3.445 2.653 2.231  -0.2493
C: 2.579 3.636 2.694  -0.1908
C: 1.327 3.796 2.123  -0.1615
C: 0.938 2.969 1.075  -0.1603
C: 1.806 2.001 0.583  -0.2731
C: -0.448 3.108 0.542  0.7976
O: -1.159 4.051 0.738  -0.5391
O: -0.863 2.075 -0.234  -0.7559
H: 4.418 2.517 2.682  0.2366
H: 2.886 4.275 3.512  0.2311
H: 0.637 4.548 2.481  0.2449
H: 1.535 1.383 -0.259  0.2365


# 4
Below is an isolated ion of composition C2HClNOS2 and charge -1, with properties calculated with ωB97M-V with the def2-TZVPD basis set.

Results
E: -1463.33345 hartree
Energy above the lowest of the compared OMol25 structures with the same formula, charge and spin: 3.370 eV
HOMO-LUMO gap: 7.085 eV
Total charge: -1

Each line ends with the natural charge from an NBO analysis.
Cartesian coordinates (Å):
C: -0.116 0.785 1.773  0.0644
C: 0.249 0.757 -0.622  -0.0365
N: -0.192 0.906 0.532  -0.5294
O: 0.988 -1.766 0.364  -0.9852
S: -0.058 1.525 -2.054  -0.3480
S: 1.044 -1.062 -0.933  0.9634
Cl: -1.675 0.216 2.420  -0.1643
H: -0.240 -1.361 -1.479  0.0356


# 5
Below is C8H20Cl2N4O2SSiTc as an isolated structure, with properties calculated with ωB97M-V with the def2-TZVPD basis set.

Results
Expectation value of S²: 3.77
E: -2374.64364 hartree
Energy above the lowest of the compared OMol25 structures with the same formula, charge and spin: 0.525 eV
HOMO-LUMO gap (spin up / spin down): 7.813 / 7.926 eV
2S+1: 4
Total charge: +2

Each line ends with the natural charge from an NBO analysis.
Cartesian coordinates (Å):
Tc: -0.041 -0.301 0.512  1.4286
Cl: 2.572 0.519 1.292  0.0657
C: 2.759 1.369 -0.256  -0.3643
Cl: 1.344 1.004 -1.303  0.1062
H: 3.652 1.013 -0.756  0.2663
H: 2.769 2.436 -0.073  0.2655
C: -5.138 -2.704 0.503  -0.6794
C: -4.619 -1.346 0.223  0.3809
N: -5.320 -0.272 0.049  -0.1871
N: -4.404 0.716 -0.176  -0.3172
C: -3.156 0.288 -0.141  0.2626
S: -1.723 1.205 -0.402  -0.0291
N: -3.269 -1.033 0.109  -0.2127
N: -2.155 -1.861 0.201  -0.6268
H: -6.223 -2.656 0.548  0.2907
H: -4.768 -3.077 1.460  0.2492
H: -4.850 -3.403 -0.283  0.2541
H: -4.722 1.662 -0.335  0.4606
H: -2.212 -2.417 1.049  0.4077
H: -2.113 -2.480 -0.605  0.4103
C: -0.268 -0.132 3.539  -0.2603
O: -0.733 -0.235 2.170  -0.6060
H: 0.808 -0.295 3.595  0.1930
H: -0.795 -0.895 4.106  0.2206
H: -0.524 0.859 3.904  0.2254
C: 0.332 -4.501 -0.594  -1.1562
Si: 1.638 -3.251 -0.204  1.8551
C: 2.921 -3.094 -1.510  -1.1566
C: 2.327 -3.460 1.496  -1.1570
O: 0.790 -1.725 -0.177  -0.9174
H: 0.778 -5.493 -0.691  0.2813
H: -0.176 -4.287 -1.538  0.2495
H: -0.409 -4.568 0.209  0.2329
H: 3.379 -4.072 -1.676  0.2774
H: 3.716 -2.411 -1.204  0.2510
H: 2.516 -2.756 -2.466  0.2616
H: 2.664 -4.487 1.653  0.2795
H: 1.578 -3.250 2.266  0.2389
H: 3.185 -2.805 1.661  0.2555


# 6
Below is one molecule with the formula C6H8N2, with properties calculated with ωB97M-V with the def2-TZVPD basis set.

Results
E: -342.69970 hartree
Energy above the lowest of the compared OMol25 structures with the same formula, charge and spin: 6.374 eV
HOMO-LUMO gap: 9.054 eV
SMILES: C1=CC[C@H]2CN2N=C1

Each line ends with the natural charge from an NBO analysis.
Cartesian coordinates (Å):
C: -1.708 0.740 0.102  -0.3242
C: -1.267 0.083 1.244  -0.1593
C: 0.188 -0.229 1.696  -0.4347
C: 1.256 0.100 0.495  -0.0729
C: 1.972 -0.899 -0.425  -0.2640
N: 0.544 -0.450 -0.578  -0.1936
N: 0.002 0.056 -1.496  -0.2216
C: -1.089 0.645 -1.313  -0.0094
H: -2.754 1.048 -0.072  0.2059
H: -2.337 -0.205 1.901  0.2232
H: 0.135 -1.239 1.891  0.2138
H: 0.280 0.307 2.638  0.2090
H: 1.611 1.056 0.474  0.1953
H: 1.993 -1.901 -0.085  0.2212
H: 2.795 -0.183 -0.905  0.2170
H: -1.660 1.233 -2.119  0.1944


# 7
Below is one molecule with the formula C15H18N4O3S2, with properties calculated with ωB97M-V with the def2-TZVPD basis set.

Results
E: -1823.50448 hartree
Energy above the lowest of the compared OMol25 structures with the same formula, charge and spin: 1.367 eV
HOMO-LUMO gap: 8.424 eV
SMILES: CC(C)Nc1nnc(SCC(=O)NCc2ccc3c(c2)OCO3)s1

Each line ends with the natural charge from an NBO analysis.
Cartesian coordinates (Å):
C: -3.519 1.759 -1.650  -0.6096
C: -2.913 0.364 -1.733  -0.0508
C: -3.905 -0.653 -2.296  -0.6153
N: -2.465 -0.038 -0.409  -0.6078
C: -1.422 -0.864 -0.255  0.2751
N: -0.580 -1.182 -1.180  -0.3604
N: 0.381 -2.005 -0.781  -0.2811
C: 0.306 -2.344 0.451  -0.1493
S: 1.398 -3.443 1.229  0.2777
C: 2.588 -3.646 -0.133  -0.6136
C: 3.193 -2.317 -0.585  0.6819
O: 3.446 -2.097 -1.745  -0.6057
N: 3.468 -1.475 0.431  -0.6241
C: 3.714 -0.059 0.230  -0.2428
C: 2.579 0.716 0.850  -0.0290
C: 2.551 0.878 2.229  -0.2223
C: 1.492 1.507 2.876  -0.2548
C: 0.468 1.967 2.086  0.2210
C: 0.487 1.807 0.699  0.3019
C: 1.524 1.176 0.057  -0.2778
O: -0.645 2.367 0.166  -0.4962
C: -1.370 2.890 1.258  0.2390
O: -0.675 2.625 2.455  -0.4804
S: -1.049 -1.610 1.321  0.2886
H: -3.839 2.081 -2.636  0.2178
H: -2.783 2.463 -1.274  0.2219
H: -4.385 1.761 -0.989  0.1943
H: -2.015 0.383 -2.356  0.2319
H: -3.445 -1.636 -2.342  0.2225
H: -4.794 -0.708 -1.670  0.1971
H: -4.205 -0.365 -3.299  0.2143
H: -3.157 -0.026 0.326  0.3918
H: 3.362 -4.312 0.250  0.2490
H: 2.082 -4.111 -0.978  0.2627
H: 3.174 -1.739 1.361  0.3988
H: 4.667 0.212 0.695  0.1999
H: 3.774 0.103 -0.847  0.2415
H: 3.376 0.510 2.820  0.2102
H: 1.471 1.631 3.946  0.2285
H: 1.520 1.034 -1.010  0.2433
H: -1.489 3.979 1.133  0.1589
H: -2.366 2.420 1.300  0.1511


# 8
Below is one molecule with the formula C15H14N4OS, with properties calculated with ωB97M-V with the def2-TZVPD basis set.

Results
E: -1272.42279 hartree
Energy above the lowest of the compared OMol25 structures with the same formula, charge and spin: 2.020 eV
HOMO-LUMO gap: 8.735 eV
SMILES: Cc1nnc(SCc2cccc3ccccc23)n(N)c1=O

Each line ends with the natural charge from an NBO analysis.
Cartesian coordinates (Å):
C: 2.585 1.359 4.513  -0.6396
C: 1.903 0.523 3.488  0.1013
N: 1.995 0.847 2.238  -0.1787
N: 1.396 0.137 1.295  -0.3544
C: 0.712 -0.922 1.613  0.2606
S: -0.085 -1.876 0.389  0.2750
C: 0.345 -0.921 -1.107  -0.5599
C: -0.840 -0.359 -1.839  -0.0052
C: -2.094 -0.887 -1.673  -0.2083
C: -3.201 -0.375 -2.363  -0.2124
C: -3.046 0.669 -3.228  -0.1970
C: -1.772 1.235 -3.444  0.0290
C: -1.596 2.303 -4.348  -0.2049
C: -0.361 2.842 -4.568  -0.2104
C: 0.754 2.332 -3.888  -0.2054
C: 0.617 1.298 -3.002  -0.1839
C: -0.645 0.719 -2.747  -0.0864
N: 0.558 -1.342 2.892  -0.2384
N: -0.111 -2.522 3.196  -0.6374
C: 1.147 -0.632 3.949  0.5759
O: 0.984 -1.016 5.093  -0.6139
H: 3.096 2.187 4.032  0.2362
H: 3.298 0.749 5.067  0.2308
H: 1.853 1.733 5.227  0.2312
H: 0.905 -1.603 -1.752  0.2374
H: 1.004 -0.136 -0.734  0.2889
H: -2.239 -1.715 -0.995  0.2122
H: -4.173 -0.816 -2.200  0.2142
H: -3.892 1.074 -3.765  0.2086
H: -2.464 2.684 -4.868  0.2099
H: -0.234 3.659 -5.263  0.2149
H: 1.728 2.762 -4.068  0.2150
H: 1.492 0.922 -2.496  0.2131
H: -0.079 -2.608 4.215  0.4083
H: -1.072 -2.500 2.864  0.3735